Formula: C37H64N4O18
Source: the OMol25 dataset
Level of theory: wB97M-V/def2-TZVPD

Last column: Löwdin charge in e.
Positions of all 123 atoms, in Å:
C -1.048 2.651 0.816  -0.006
C -0.845 1.565 -0.164  -0.312
C 0.608 1.417 -0.520  -0.079
O 0.930 0.047 -0.402  0.109
C -0.087 -0.538 0.107  -0.652
O -0.159 -1.717 0.296  0.120
O -1.076 0.305 0.427  0.089
H -0.333 2.607 1.563  0.038
H -1.986 2.587 1.345  0.085
H -1.081 3.654 0.313  0.120
H -1.540 1.734 -0.971  0.149
H 1.255 1.992 0.138  0.126
H 0.798 1.866 -1.478  0.097
C -4.301 -1.489 -2.541  -0.007
C -2.992 -1.241 -3.353  -0.281
C -1.738 -1.508 -2.572  -0.162
O -1.178 -2.641 -3.084  0.027
C -1.854 -3.073 -4.208  -0.431
O -1.407 -3.996 -4.907  0.112
O -3.001 -2.309 -4.339  0.052
H -4.391 -0.677 -1.742  0.103
H -4.181 -2.392 -1.907  0.082
H -5.102 -1.525 -3.274  0.082
H -3.013 -0.288 -3.974  0.148
H -1.953 -1.698 -1.512  0.118
H -1.027 -0.626 -2.689  0.147
C -1.488 1.449 -5.981  -0.010
C -0.341 1.399 -4.964  -0.359
C 0.987 2.062 -5.353  -0.044
O 1.131 3.132 -4.401  0.095
C 0.087 3.057 -3.581  -0.545
O -0.214 3.861 -2.694  0.107
O -0.745 2.025 -3.808  0.080
H -1.056 1.007 -6.843  0.065
H -1.787 2.499 -6.319  0.117
H -2.407 0.812 -5.743  0.094
H -0.130 0.344 -4.806  0.113
H 0.848 2.522 -6.311  0.126
H 1.832 1.445 -5.468  0.111
C 1.583 5.475 0.715  -0.030
O 2.942 5.219 1.029  -0.012
C 3.290 4.250 1.853  -0.398
O 2.372 3.364 2.451  -0.085
O 4.601 4.245 2.171  -0.010
C 5.034 3.379 3.259  -0.021
H 1.579 6.511 0.387  0.101
H 1.026 5.250 1.579  0.075
H 1.306 4.874 -0.131  0.070
H 4.833 2.338 3.007  0.068
H 4.419 3.609 4.114  0.085
H 6.136 3.497 3.434  0.109
C -2.330 -0.674 6.077  -0.019
O -2.360 0.481 5.285  0.024
C -1.316 1.188 5.184  -0.428
O -0.152 0.998 6.050  -0.101
O -1.401 2.202 4.316  -0.024
C -0.501 3.272 4.467  -0.027
H -3.280 -1.158 5.981  0.093
H -2.302 -0.309 7.121  0.118
H -1.545 -1.352 5.923  0.072
H -0.196 3.318 5.479  0.088
H -1.036 4.151 4.048  0.118
H 0.267 2.967 3.800  0.050
C 3.291 6.021 -2.580  0.010
O 3.801 4.787 -3.145  0.031
C 3.558 3.610 -2.622  -0.407
O 2.928 3.487 -1.357  -0.061
O 3.920 2.535 -3.318  0.011
C 3.733 1.217 -2.787  -0.034
H 2.367 6.290 -3.002  0.079
H 3.971 6.795 -2.898  0.096
H 3.061 6.056 -1.512  0.079
H 4.288 0.975 -1.899  0.096
H 4.003 0.492 -3.506  0.072
H 2.672 1.011 -2.685  0.073
C 1.056 -1.938 4.846  -0.085
C 0.561 -1.222 3.580  -0.228
C 1.197 0.174 3.338  -0.167
C 2.395 0.229 2.522  -0.194
N 3.351 0.314 1.816  0.169
H 2.018 -2.411 4.764  0.069
H 0.428 -2.762 4.989  0.033
H 0.931 -1.287 5.741  0.077
H -0.497 -1.145 3.594  0.060
H 0.673 -1.819 2.699  0.080
H 1.546 0.602 4.276  0.113
H 0.422 0.835 2.893  0.105
C -3.643 -0.291 2.468  -0.078
C -3.873 -1.494 1.548  -0.243
C -3.954 -2.796 2.278  -0.178
C -2.608 -3.278 2.597  -0.198
N -1.560 -3.715 2.864  0.188
H -2.568 -0.229 2.672  0.063
H -4.334 -0.125 3.255  0.071
H -3.802 0.542 1.776  0.073
H -3.143 -1.511 0.700  0.115
H -4.856 -1.374 1.211  0.088
H -4.233 -3.626 1.666  0.079
H -4.558 -2.943 3.174  0.132
C -1.071 -4.796 -0.056  -0.136
C -1.446 -6.154 0.477  -0.250
C -2.554 -6.815 -0.397  -0.162
C -3.706 -5.883 -0.421  -0.233
N -4.644 -5.201 -0.435  0.144
H -0.670 -4.800 -1.023  0.050
H -0.399 -4.250 0.604  0.057
H -1.977 -4.210 -0.206  0.054
H -1.790 -6.016 1.494  0.086
H -0.566 -6.819 0.503  0.115
H -2.824 -7.718 0.162  0.113
H -2.242 -7.047 -1.467  0.143
C 3.443 -1.883 -0.743  -0.115
C 3.151 -3.072 -1.592  -0.231
C 1.817 -2.998 -2.394  -0.141
C 1.804 -1.982 -3.464  -0.199
N 1.838 -1.241 -4.330  0.175
H 3.544 -1.035 -1.366  0.035
H 4.338 -1.979 -0.175  0.070
H 2.641 -1.733 0.026  0.073
H 3.231 -3.991 -0.990  0.121
H 3.981 -3.033 -2.231  0.087
H 0.974 -2.885 -1.674  0.103
H 1.607 -3.884 -2.953  0.109

Calculated values
total charge: 0
lowest unoccupied orbital energy: 0.020 Ha
energy above the lowest of the compared OMol25 structures with the same formula, charge and spin: 0.0 kcal/mol
strongest force on any atom: 9.3 eV Å⁻¹
structure (SMILES): C[C@H]1COC(=O)O1.C[C@H]1COC(=O)O1.C[C@H]1COC(=O)O1.COC(=O)OC.COC(=O)OC.COC(=O)OC.CCCC#N.CCCC#N.CCCC#N.CCCC#N
HOMO: -0.3640 Ha